Formula: C17H31N2O3ReSbSe4Si
Source: the Open Molecules 2025 dataset
Level of theory: the ωB97M-V functional and the def2-TZVPD basis

* gap between HOMO and LUMO: 0.245 Eh
* net charge: +3
* maximum force: 0.0301 hartree/bohr
* E_HOMO: -16.8592 eV
* multiplicity: 1

The geometry in XYZ format:
```
60
Properties=species:S:1:pos:R:3:forces:R:3:nbo_charge:R:1
Re -0.55707 -0.58331 0.71386 0.900 0.424 0.551 1.093
C 2.47460 -2.05224 3.33701 0.033 -0.092 0.009 -0.715
C 1.85415 -0.89935 2.64406 -0.124 -0.072 -0.241 0.756
O 1.05273 -1.07806 1.64156 0.120 -0.419 0.312 -0.709
N 2.08520 0.32632 2.99643 0.041 0.410 0.043 -0.484
C 1.52526 1.49112 2.28570 -0.139 -0.081 0.096 -0.280
C 0.07351 1.77107 2.60245 0.073 0.007 -0.099 0.201
C -0.24544 2.81879 3.43862 -0.028 0.082 0.143 -0.202
C -1.57340 3.15307 3.67210 -0.011 0.016 0.007 -0.079
C -2.56104 2.39657 3.06663 0.011 0.097 0.069 -0.194
C -2.19483 1.34622 2.25442 -0.003 -0.038 0.072 0.059
N -0.90279 1.03888 2.00725 0.174 -0.271 -0.360 -0.463
H 2.43430 -2.93615 2.70606 0.002 0.037 -0.024 0.272
H 1.92233 -2.25572 4.25855 -0.024 0.008 -0.017 0.287
H 3.50936 -1.83740 3.60468 -0.028 0.011 0.007 0.281
H 2.71531 0.48876 3.77256 0.024 0.027 0.013 0.453
H 1.65144 1.34267 1.21372 0.061 -0.043 -0.020 0.260
H 2.11666 2.35247 2.57746 0.060 0.031 -0.013 0.271
H 0.55102 3.38974 3.89942 -0.028 -0.005 -0.037 0.257
H -1.82573 3.99318 4.30722 0.013 -0.037 -0.008 0.270
H -3.61066 2.61453 3.20793 0.013 -0.017 0.001 0.272
H -2.95752 0.74467 1.78098 0.024 0.003 -0.044 0.238
O -2.09948 -0.43174 0.02668 -1.399 -0.148 -0.650 -0.087
O -3.32521 -0.43685 -0.32244 0.565 0.113 0.216 -0.273
C 2.46070 0.09896 -1.05881 0.208 0.077 0.119 -1.255
Si 0.65090 0.15735 -1.50180 -0.338 0.218 0.127 1.838
C 0.21409 -1.34349 -2.55998 -0.107 -0.069 0.087 -0.590
C -1.27498 -1.71384 -2.57389 0.075 -0.045 -0.136 -0.608
C 0.67286 -1.04169 -3.99862 0.085 -0.056 -0.063 -0.617
C 1.00918 -2.53669 -2.00259 0.039 0.050 -0.138 -0.600
C 0.07892 1.89344 -1.94145 -0.100 0.005 -0.148 -0.591
C 0.43864 2.88372 -0.82758 0.007 0.012 0.014 -0.605
C 0.86108 2.28608 -3.21603 0.078 0.009 -0.007 -0.621
C -1.42602 1.97996 -2.22850 0.078 0.053 -0.100 -0.609
H 3.01741 -0.16580 -1.96486 -0.024 0.056 0.041 0.286
H 2.70219 -0.65868 -0.31251 0.045 -0.007 -0.076 0.243
H 2.84272 1.06534 -0.72063 -0.004 -0.063 -0.037 0.255
H -1.92590 -0.87638 -2.82530 0.000 -0.020 0.043 0.233
H -1.60421 -2.13541 -1.61828 -0.020 -0.029 -0.016 0.178
H -1.43867 -2.49196 -3.32507 -0.008 0.018 0.015 0.239
H -0.00867 -0.35367 -4.50197 0.037 -0.052 0.035 0.229
H 0.67903 -1.97539 -4.57101 -0.010 0.054 0.022 0.242
H 1.68450 -0.62418 -4.05290 -0.087 -0.057 -0.003 0.221
H 0.75198 -2.74838 -0.95292 -0.001 -0.026 0.042 0.168
H 2.08877 -2.38770 -2.05884 -0.046 -0.031 0.014 0.230
H 0.76990 -3.43381 -2.58076 -0.004 -0.005 0.055 0.241
H 1.50724 2.87696 -0.58724 -0.084 0.031 -0.013 0.205
H -0.14246 2.69865 0.08208 0.032 0.036 -0.050 0.182
H 0.19628 3.89583 -1.16401 0.016 -0.027 0.040 0.248
H 1.94642 2.23231 -3.07754 -0.080 0.014 -0.012 0.218
H 0.61840 3.32135 -3.47364 0.018 -0.038 0.028 0.245
H 0.59260 1.66865 -4.07388 0.024 0.075 0.060 0.228
H -2.03809 1.71565 -1.36465 -0.022 -0.017 0.021 0.198
H -1.72170 1.34750 -3.06886 0.004 0.034 0.060 0.223
H -1.67792 3.01027 -2.49804 0.000 -0.057 -0.005 0.240
Se -3.22796 -6.32342 3.48800 0.057 0.051 -0.231 -0.031
Sb -1.97519 -6.44574 1.27906 -0.230 0.307 0.193 1.033
Se -1.36257 -3.87336 1.17288 -0.238 -0.352 0.006 -0.340
Se -3.64587 -3.27969 1.32334 0.137 0.058 -0.004 0.126
Se -4.42628 -5.47998 1.66387 0.130 -0.251 -0.007 0.232
```
Forces are in eV/Å.